(1)
The following is a DFT calculation (ωB97M-V with the def2-TZVPD basis set) of 4 unconnected molecules or ions with the total composition C26H57N2O4 at a distorted geometry.

```
89
Properties=species:S:1:pos:R:3:lowdin_charge:R:1
C -2.977 -1.623 1.509 -0.101
C -1.731 -0.797 1.099 -0.263
C -2.136 0.432 0.226 -0.193
C -1.543 0.308 -1.223 -0.196
C -0.020 0.553 -1.101 -0.220
C 0.721 0.640 -2.480 -0.170
C 2.062 -0.177 -2.435 -0.177
C 3.278 0.818 -2.466 -0.192
C 4.553 0.293 -1.762 -0.144
C 4.581 0.455 -0.217 -0.262
C 5.147 1.788 0.405 -0.047
C 3.806 2.475 0.876 -0.049
N 2.665 1.497 0.747 -0.058
O 1.633 1.633 1.686 0.094
C 1.104 2.837 1.541 -0.295
N 0.584 3.745 1.146 0.260
C 3.320 0.177 0.634 -0.038
H -2.681 -2.382 2.250 0.072
H -3.378 -2.086 0.595 0.068
H -3.705 -0.965 2.002 0.077
H -0.957 -1.420 0.624 0.095
H -1.291 -0.395 2.031 0.096
H -1.622 1.309 0.662 0.089
H -3.217 0.622 0.212 0.108
H -1.788 -0.701 -1.590 0.116
H -1.990 1.062 -1.887 0.116
H 0.095 1.539 -0.608 0.085
H 0.443 -0.206 -0.452 0.086
H 0.921 1.707 -2.664 0.105
H 0.100 0.274 -3.309 0.113
H 2.104 -0.737 -3.380 0.114
H 2.133 -0.849 -1.574 0.086
H 3.538 0.932 -3.530 0.121
H 2.963 1.827 -2.133 0.101
H 5.456 0.779 -2.164 0.122
H 4.665 -0.779 -1.992 0.126
H 5.257 -0.360 0.096 0.149
H 5.760 2.407 -0.251 0.132
H 5.637 1.465 1.334 0.118
H 3.567 3.328 0.223 0.142
H 3.854 2.892 1.890 0.140
H 2.223 1.652 -0.175 0.158
H 2.715 -0.719 0.478 0.145
H 3.748 0.030 1.647 0.156
C -5.042 -6.287 0.484 -0.077
C -5.298 -5.044 -0.348 -0.281
O -4.135 -4.527 -0.978 -0.181
C -3.476 -5.394 -1.886 -0.284
C -4.341 -5.832 -3.055 -0.076
H -4.287 -6.087 1.248 0.081
H -5.961 -6.608 0.976 0.080
H -4.681 -7.119 -0.123 0.067
H -5.666 -4.249 0.303 0.115
H -6.083 -5.224 -1.091 0.108
H -3.066 -6.259 -1.355 0.107
H -2.620 -4.835 -2.270 0.114
H -5.208 -6.408 -2.727 0.068
H -3.766 -6.458 -3.739 0.079
H -4.713 -4.964 -3.602 0.077
C 8.232 4.623 4.322 -0.071
C 7.467 3.649 3.445 -0.294
O 7.451 2.319 3.939 -0.170
C 6.864 2.132 5.217 -0.274
C 5.405 2.550 5.289 -0.079
H 9.262 4.287 4.455 0.088
H 8.243 5.614 3.866 0.082
H 7.787 4.717 5.313 0.070
H 7.946 3.602 2.465 0.116
H 6.440 3.998 3.272 0.096
H 7.455 2.640 5.985 0.112
H 6.938 1.065 5.430 0.121
H 5.275 3.616 5.096 0.067
H 4.998 2.340 6.279 0.083
H 4.814 2.006 4.546 0.062
C -5.173 -0.615 -2.925 -0.067
C -6.217 -0.402 -1.844 -0.274
O -6.177 0.889 -1.259 -0.167
C -6.391 1.982 -2.137 -0.284
C -7.740 1.956 -2.834 -0.078
H -4.171 -0.437 -2.527 0.059
H -5.221 -1.637 -3.306 0.076
H -5.313 0.061 -3.770 0.069
H -6.037 -1.108 -1.032 0.114
H -7.223 -0.617 -2.222 0.109
H -5.575 2.051 -2.865 0.104
H -6.328 2.881 -1.521 0.118
H -7.851 1.080 -3.475 0.066
H -7.862 2.843 -3.457 0.079
H -8.548 1.929 -2.100 0.084
```

Its net charge is +1. The orbital gap is 8.047 eV. The value obtained for the max |F| is 0.084 Eh/bohr. The calculation puts the LUMO energy at -3.09 eV. The HOMO energy comes out at -11.13 eV.

(2)
The following is a DFT calculation (ωB97M-V with the def2-TZVPD basis set) of C17H22N2O5 in the gas phase at a distorted geometry.

```
46
Properties=species:S:1:pos:R:3:lowdin_charge:R:1
C 2.158 -0.366 -4.914 -0.031
C 1.112 -0.410 -3.851 -0.205
C 1.238 0.391 -2.731 0.054
C 0.297 0.398 -1.700 -0.108
N 0.449 1.201 -0.587 0.156
C 1.492 2.024 -0.277 -0.443
O 2.397 2.336 -1.011 0.094
C 1.360 2.650 1.115 -0.051
O 0.892 1.778 2.134 0.001
C 1.462 0.562 2.200 -0.476
O 2.248 0.170 1.377 0.140
C 0.978 -0.225 3.387 -0.056
C -0.457 -0.737 3.178 -0.296
C -1.532 0.363 3.317 -0.152
C -2.460 -0.091 4.449 -0.186
C -2.319 -1.610 4.446 -0.195
C -0.822 -1.800 4.228 -0.163
C -0.815 -0.463 -1.834 -0.079
N -1.844 -0.579 -0.866 -0.325
O -2.705 -1.419 -1.028 0.089
O -1.835 0.171 0.110 0.038
C -0.936 -1.270 -2.971 0.047
C -0.002 -1.260 -3.981 -0.226
C -0.170 -2.132 -5.184 -0.042
H 2.942 0.339 -4.656 0.083
H 2.602 -1.351 -5.049 0.090
H 1.719 -0.072 -5.867 0.089
H 2.095 1.036 -2.634 0.107
H -0.292 1.085 0.110 0.119
H 0.639 3.471 1.077 0.145
H 2.346 3.043 1.386 0.145
H 1.011 0.406 4.276 0.135
H 1.652 -1.073 3.513 0.131
H -0.518 -1.184 2.182 0.138
H -2.089 0.449 2.387 0.090
H -1.086 1.333 3.529 0.105
H -2.115 0.305 5.406 0.109
H -3.486 0.236 4.295 0.106
H -2.671 -2.071 5.367 0.106
H -2.876 -2.033 3.609 0.115
H -0.566 -2.806 3.899 0.114
H -0.290 -1.598 5.159 0.116
H -1.802 -1.912 -3.034 0.123
H 0.672 -2.816 -5.280 0.085
H -0.211 -1.530 -6.091 0.085
H -1.084 -2.714 -5.112 0.080
```

The orbital gap is 8.094 eV. The value obtained for the max |F| is 0.028 Eh/bohr. The calculation puts the LUMO energy at -0.68 eV. The calculation puts the energy above the lowest of the compared OMol25 structures with the same formula, charge and spin at 71.7 kcal/mol. The HOMO energy comes out at -8.78 eV.

(3)
The following is a DFT calculation (ωB97M-V with the def2-TZVPD basis set) of C7H10N4 in the gas phase at a distorted geometry.

```
21
Properties=species:S:1:pos:R:3:lowdin_charge:R:1
C 1.521 1.251 -1.287 -0.020
C 0.659 0.688 -0.226 -0.371
N -0.225 1.426 0.236 0.135
C -1.303 1.295 1.068 -0.117
C -2.436 0.670 0.653 -0.197
N -2.595 0.073 -0.529 0.041
C -1.956 -0.942 -0.950 -0.172
C -1.079 -1.743 -0.189 -0.165
N 0.039 -1.566 0.388 0.059
N 0.958 -0.683 0.096 -0.170
C 2.196 -0.851 0.887 -0.038
H 2.467 1.867 -0.891 0.131
H 1.009 2.106 -1.687 0.075
H 1.870 0.491 -1.904 0.056
H -1.213 1.651 2.056 0.094
H -3.400 0.910 1.110 0.110
H -2.351 -1.362 -1.957 0.135
H -1.630 -2.701 -0.039 0.123
H 1.869 -1.205 1.898 0.092
H 2.980 -1.550 0.311 0.123
H 2.621 0.176 0.959 0.077
```

The orbital gap is 8.415 eV. The value obtained for the max |F| is 0.084 Eh/bohr. The calculation puts the LUMO energy at 0.71 eV. The calculation puts the energy above the lowest of the compared OMol25 structures with the same formula, charge and spin at 112.4 kcal/mol. The HOMO energy comes out at -7.70 eV.

(4)
The following is a DFT calculation (ωB97M-V with the def2-TZVPD basis set) of C5H7NO2 in the gas phase at a distorted geometry.

```
15
Properties=species:S:1:pos:R:3:lowdin_charge:R:1
O 2.039 1.490 -0.458 0.124
C 1.065 0.885 -0.071 -0.446
C 1.207 -0.067 0.870 -0.173
N 0.072 -1.088 0.824 -0.021
C -0.423 -0.798 -0.524 -0.287
C -1.454 -0.183 -1.134 -0.060
C -0.405 0.904 -0.566 -0.138
O -0.925 1.034 0.814 -0.169
H 1.305 0.322 1.812 0.111
H 2.213 -0.633 0.684 0.182
H 0.544 -2.043 1.097 0.162
H 0.513 -1.122 -1.138 0.175
H -1.666 -0.222 -2.349 0.183
H -2.271 -0.247 -0.434 0.115
H -1.813 1.767 0.574 0.240
```

The orbital gap is 9.112 eV. The value obtained for the max |F| is 0.172 Eh/bohr. The calculation puts the LUMO energy at 0.56 eV. The calculation puts the energy above the lowest of the compared OMol25 structures with the same formula, charge and spin at 180.9 kcal/mol. The HOMO energy comes out at -8.56 eV.